DFT (the ωB97M-V functional and the def2-TZVPD basis) results for C32H21Cl2MoN3O7S as an isolated structure at a distorted geometry.

LUMO (spin up / spin down) = -1.4 / -1.5 eV
Gap between HOMO and LUMO (spin up / spin down) = 5.9 / 6.3 eV
2S+1 = 3
M = 758.4 g/mol

Atoms and positions in Å:
C1 0.8905 2.8335 -5.1753
H1 -0.9836 -2.8030 -4.1504
O1 -6.5974 3.1602 3.1082
H2 5.0679 -1.7869 4.9438
N1 -1.2465 -2.5743 1.0397
Mo1 -0.2349 0.0664 0.2777
N2 -0.7367 -1.5280 1.5580
C2 2.2960 -0.9714 1.3752
C3 -5.5248 0.8532 0.6232
C4 -0.5287 -1.5668 -1.0189
H3 -1.9935 -3.2231 3.1903
H4 -0.0613 -0.8535 -2.9858
Cl1 2.6473 -0.0373 -2.2053
C5 3.7726 -1.4119 3.2833
H5 5.4639 0.6260 5.3701
C6 -0.0434 -0.4690 5.0412
H6 -2.0144 -3.1409 5.6629
Cl2 -1.0944 3.6666 -3.5965
O2 -0.6900 1.6940 1.7889
H7 3.0499 2.7140 2.2105
O3 -7.7386 1.8878 1.7973
H8 -6.4949 0.5328 0.2746
H9 -1.8056 2.9000 2.9227
C7 3.3730 0.9049 2.7215
S1 0.0033 1.8894 -1.3676
C8 0.3095 2.7164 -3.9261
H10 4.3992 2.3277 3.9507
C9 0.8179 1.8512 -2.9330
H11 0.5055 0.3087 5.5565
H12 3.4023 0.6128 -4.7833
H13 -4.2193 2.9857 2.9267
C10 3.1530 -0.4601 2.4752
C11 -0.0216 -0.5188 3.6567
O4 1.4521 -0.0954 0.8081
C12 -0.4993 -1.6568 -2.4038
C13 -0.7398 -1.5045 2.9794
C14 -1.0243 -2.7576 -3.0695
C15 -0.7624 -1.4026 5.7688
O5 2.7752 1.8324 1.9390
C16 -1.7905 2.1382 2.1330
C17 -1.4494 -2.4578 3.7213
C18 -3.1262 0.7798 0.5593
C19 2.5328 1.2116 -4.5495
C20 2.0098 2.0837 -5.4826
C21 1.9491 1.0946 -3.2978
C22 -5.4542 1.8048 1.6541
O6 2.3256 -2.1197 0.9985
H14 3.5797 -2.4515 3.0557
H15 -0.7852 -1.3502 6.8494
H16 2.4690 2.1797 -6.4572
C23 -4.2472 2.2465 2.1365
H17 -2.1824 -4.5218 -0.4158
H18 0.4604 3.5069 -5.9035
C24 -4.3726 0.3558 0.0726
C25 4.2149 1.2744 3.7680
H19 0.5566 0.2134 3.1148
O7 -2.0097 0.3207 0.0913
C26 -1.6996 -3.7386 -0.9858
C27 -3.0604 1.7301 1.6144
H20 -2.0452 -4.6437 -2.8879
C28 -1.1609 -2.6269 -0.3261
C29 -1.4587 -2.4020 5.1005
N3 -6.6863 2.3223 2.2288
C30 4.5961 -1.0359 4.3253
C31 4.8172 0.3148 4.5599
C32 -1.6271 -3.7959 -2.3610
H21 -4.3917 -0.3745 -0.7249

Cartesian forces (eV/Å) of the 2 atoms listed first:
-0.07 0.06 0.01
0.03 0.01 0.00

Atom charges from the Mulliken analysis, given in e for atoms 1 to 4:
1 C -0.73
2 H 0.45
3 O -0.62
4 H 0.41